(1)
DFT (wB97M-V/def2-TZVPD) results for C34H51EuN6OP as an isolated structure.

The geometry in XYZ format:
```
94
Properties=species:S:1:pos:R:3:forces:R:3
Eu 0.564 -0.528 -0.377 0.9972 -0.2422 0.5295
N 1.744 -3.348 3.128 -2.1146 1.1966 1.9937
N 0.615 -2.313 -2.517 4.4619 -3.7537 4.5421
C 1.799 2.090 -0.562 0.1898 -0.7068 0.6603
C 2.794 1.099 -0.271 -0.8226 0.5431 0.3374
C 2.795 0.901 1.150 0.0018 -0.0692 -0.0303
C 3.656 0.029 1.918 1.6150 3.8360 -0.7754
H 4.562 -0.291 1.401 -0.2070 -0.1819 0.2674
H 3.025 -1.176 2.032 0.2933 0.2286 1.2272
H 3.811 0.308 2.957 -0.0065 -0.2503 0.0818
C 1.760 1.702 1.703 0.1289 0.1362 -0.8971
C 1.361 1.735 3.123 -0.3743 0.1647 0.8730
H 1.432 2.750 3.575 -0.0160 -0.4363 -0.2067
H 2.005 1.060 3.713 -0.3458 0.3116 -0.1071
H 0.306 1.396 3.251 0.6679 0.2944 0.0038
C 1.173 2.459 0.669 0.4406 -0.9268 -0.3509
C 0.079 3.439 0.868 -0.5703 0.3144 0.0809
H -0.743 2.981 1.444 0.1241 0.1974 -0.1262
H -0.338 3.784 -0.088 0.0479 -0.0281 0.1666
H 0.396 4.336 1.429 -0.0471 -0.1946 -0.1273
C 3.677 0.416 -1.262 0.5191 -0.0141 -0.3384
H 4.639 0.952 -1.361 -0.1430 -0.2812 -0.0843
H 3.230 0.387 -2.272 0.0753 0.0442 0.2964
H 3.899 -0.627 -0.983 -0.0578 0.3049 0.0126
C 1.479 2.654 -1.900 -0.0233 0.3191 -0.5237
H 0.402 2.854 -2.008 0.2565 0.0297 -0.0712
H 1.760 1.968 -2.714 -0.0996 0.1587 0.1326
H 2.007 3.606 -2.092 -0.1433 -0.2070 -0.0099
C 0.717 -3.796 3.828 -0.5589 -0.9665 -1.0358
H 0.793 -3.649 4.890 0.1007 -0.6625 0.6782
C -0.378 -4.453 3.241 0.1841 0.4294 0.9022
H -1.056 -5.008 3.894 -0.0556 0.1927 -0.3825
C -0.486 -4.415 1.851 1.1645 1.0186 -1.4314
H -1.305 -4.967 1.374 0.3830 0.2204 -0.0499
C 0.419 -3.624 1.071 0.4576 0.8631 1.4660
H 0.274 -3.461 -0.034 0.2247 -0.3054 1.1657
C 1.528 -2.894 1.850 1.8354 -1.5804 0.4303
C 2.755 -2.105 1.617 -4.3104 -6.7913 -6.8258
H 3.039 -2.671 0.581 0.5195 2.6783 1.4191
C 0.207 -1.233 -2.972 -2.2960 2.6977 -0.3958
C 1.585 -2.909 -3.373 -2.2106 -0.4438 -0.6495
H 2.273 -3.722 -3.000 -1.1721 0.9140 -0.9048
C 1.301 -2.334 -4.580 0.0802 0.0512 -0.2381
H 1.535 -2.709 -5.575 -0.0044 0.4076 0.3700
N 0.403 -1.208 -4.331 1.3929 -1.1697 -0.0672
C 0.356 0.092 -4.884 1.2180 -0.5489 1.4900
C 1.511 0.510 -5.604 -2.1564 -0.6348 0.7916
C 1.342 1.714 -6.226 -0.3223 1.2242 -0.3402
H 2.085 2.037 -6.954 -0.0132 0.2311 0.1890
C 0.222 2.524 -5.965 0.0252 -0.3806 -0.0091
C 0.015 3.738 -6.802 0.0119 0.3749 -0.2838
H -0.527 4.512 -6.246 0.1572 -0.0398 -0.2147
H -0.566 3.488 -7.706 0.1449 0.1783 0.2268
H 0.995 4.117 -7.122 -0.3311 0.1745 -0.0161
C -0.709 2.180 -4.970 0.3509 1.0783 -0.8098
H -1.538 2.857 -4.723 0.4891 -0.1002 -0.0847
C -0.619 0.982 -4.320 0.9007 -1.4866 -0.8587
C -1.516 0.690 -3.149 -1.8609 0.0524 0.1052
H -1.667 -0.377 -2.906 0.0988 0.9742 -0.3693
H -2.510 1.117 -3.368 0.0519 0.2141 -0.0963
H -1.214 1.203 -2.208 0.2780 -0.3448 -0.5840
C 2.780 -0.279 -5.586 0.8535 0.1519 -1.1216
H 2.678 -1.320 -5.889 0.1176 0.5024 0.0436
H 3.297 -0.273 -4.618 -0.3810 0.0576 -0.0762
H 3.463 0.168 -6.316 0.0710 0.1540 0.1168
C -2.358 0.125 5.307 0.2516 0.0821 -0.1050
N -1.452 -0.112 4.160 -0.4069 -0.3739 0.2207
C -0.176 -0.705 4.591 0.1251 -0.1678 -0.0604
P -2.023 -0.367 2.610 0.8706 0.0386 -0.3220
O -0.989 -0.415 1.506 -1.0780 0.0948 1.1434
N -2.860 -1.811 2.598 -0.3200 0.0095 -0.2934
C -3.326 -2.352 1.314 0.0678 -0.0236 -0.0687
C -3.571 -2.300 3.787 0.0187 0.2294 0.1247
N -3.046 0.953 2.437 -0.3517 -0.0274 -0.0004
C -2.812 2.223 3.141 0.1552 0.2141 -0.0155
C -3.745 1.130 1.152 0.1140 0.0437 0.0246
H -2.391 -0.754 5.972 0.0153 0.1671 -0.2675
H -3.385 0.366 5.005 0.3747 -0.0934 -0.0878
H -1.981 0.969 5.907 -0.0215 -0.1775 -0.2263
H -0.313 -1.721 4.996 -0.0590 0.2960 -0.1592
H 0.540 -0.752 3.759 -0.3105 -0.0969 0.2258
H 0.261 -0.078 5.386 -0.1711 -0.0874 -0.3323
H -2.580 -2.162 0.528 -0.2511 -0.0531 0.3413
H -3.470 -3.441 1.386 0.1885 0.3688 0.0753
H -4.290 -1.905 1.014 0.1698 -0.1823 0.0076
H -2.863 -2.655 4.554 -0.1835 0.1981 -0.2884
H -4.221 -1.521 4.224 0.1289 -0.3113 -0.0913
H -4.216 -3.153 3.531 0.3048 0.3034 -0.1337
H -2.955 3.053 2.435 0.1740 -0.2233 0.1741
H -3.530 2.371 3.963 0.1186 -0.0896 -0.1764
H -1.794 2.295 3.555 -0.3803 -0.0700 -0.2148
H -3.063 1.485 0.354 -0.2195 -0.1471 0.3132
H -4.225 0.203 0.817 0.1940 0.2025 0.1298
H -4.535 1.886 1.286 0.1946 -0.2966 -0.0430
```
Positions in Å, forces in eV/Å.

For the LUMO energy (spin up / spin down), the calculation gives 2.26 / 2.26 eV. The value obtained for the strongest force on any atom is 10.55 eV/Å. Its spin multiplicity is 7. The value obtained for the calculated total energy is -75683.12468 eV. As for the total charge: -1. Its expectation value of S² is 12.020. The highest occupied orbital energy (spin up / spin down) comes out at -2.301 / -2.276 eV.

(2)
DFT (wB97M-V/def2-TZVPD) results for a 5-piece molecular cluster, C34H51F4INO15S2 overall.

The geometry in XYZ format:
```
108
Properties=species:S:1:pos:R:3:forces:R:3
C 2.188 3.956 0.732 0.3463 -0.6628 -0.4545
C 3.539 3.214 0.747 -0.6792 0.3791 0.1007
C 3.404 1.675 0.756 0.9323 0.3192 0.1619
C 3.948 0.974 -0.502 -0.3133 0.7402 -0.1491
C 2.915 0.623 -1.578 0.2058 -0.7784 0.2626
C 1.628 -0.004 -1.013 0.0010 0.7184 -0.8441
C 0.563 1.102 -0.908 -0.2652 -0.4607 -0.0982
C -0.709 0.737 -0.197 0.1203 0.3811 0.6705
C -0.867 1.223 1.099 -0.0993 -0.2710 -0.2576
C -2.018 0.998 1.838 -0.2913 -0.0909 0.0129
C -2.251 1.501 3.245 -0.5084 0.0273 -0.4030
C -2.202 3.024 3.405 0.8191 -0.0614 0.8338
C -0.795 3.641 3.218 -1.0207 -0.3224 -0.0218
I -2.810 3.391 5.458 -0.1695 -0.0135 -0.1887
C -3.026 0.257 1.220 0.6143 0.0076 -0.6075
C -2.853 -0.246 -0.064 -0.2646 -0.1264 0.8011
C -3.978 -1.011 -0.679 -0.2129 0.9542 -0.1251
S -4.953 0.099 -1.797 0.1285 -0.2266 -0.4771
C -4.662 1.786 -1.214 -0.3835 0.4489 0.2086
C -5.311 2.776 -2.186 0.7505 -0.2766 0.0949
N -1.702 -0.008 -0.750 -0.1000 0.2310 0.0793
C -1.559 -0.575 -2.097 0.0253 -0.9305 -0.6246
C -1.273 -2.103 -2.128 0.2839 0.0926 0.3317
C -0.610 -2.674 -0.874 0.2184 -0.5634 -0.3246
C -0.701 -4.223 -0.828 0.2138 1.3938 1.1510
S 0.765 -4.908 -0.081 0.4459 -1.7750 -0.3423
O 0.443 -6.060 0.695 -0.3790 0.1258 0.1312
O 1.755 -5.078 -1.102 0.1191 0.5625 -0.1239
O 1.268 -3.782 0.938 -0.3799 0.5013 -0.1911
H 2.256 4.950 1.160 -0.1154 0.1047 0.0536
H 1.456 3.355 1.277 -0.0908 0.2888 0.3054
H 1.823 4.020 -0.295 -0.1110 0.2192 -0.0174
H 4.126 3.559 -0.103 0.1249 -0.0993 -0.0602
H 4.069 3.537 1.637 0.1462 -0.0554 0.1089
H 2.377 1.400 1.005 -0.0231 -0.1488 -0.0569
H 4.005 1.330 1.595 -0.1511 -0.0632 -0.1258
H 4.543 0.106 -0.228 -0.2240 -0.2976 0.0174
H 4.653 1.664 -0.964 0.2285 -0.0500 0.0130
H 3.375 -0.112 -2.235 0.0541 0.0155 -0.1333
H 2.659 1.463 -2.223 0.0005 0.2525 0.1364
H 1.271 -0.710 -1.760 -0.0154 -0.3904 0.1852
H 1.825 -0.502 -0.067 -0.1368 -0.1386 0.0905
H 0.968 1.954 -0.375 0.0321 0.0875 -0.0430
H 0.350 1.432 -1.924 -0.0660 0.1552 -0.0436
H -0.061 1.796 1.520 0.1322 0.0570 -0.0847
H -1.579 1.001 3.941 0.2762 0.1332 0.0205
H -3.251 1.181 3.530 -0.0556 -0.1345 0.0605
H -2.955 3.507 2.796 -0.0887 0.0369 -0.0682
H -0.778 4.210 2.293 0.3237 0.0321 -0.0967
H -0.521 4.272 4.052 -0.1763 0.2462 -0.2712
H -0.068 2.832 3.207 0.1719 0.0670 -0.1565
H -3.952 0.082 1.741 -0.1507 -0.1468 -0.0336
H -3.650 -1.862 -1.260 -0.0716 -0.0813 -0.1063
H -4.665 -1.331 0.093 0.1228 -0.2112 0.2286
H -3.607 2.046 -1.155 0.1580 -0.2676 0.0746
H -5.127 1.934 -0.241 0.1268 -0.1769 0.1844
H -5.116 3.767 -1.785 -0.2864 0.1650 0.0469
H -4.783 2.730 -3.136 -0.2722 -0.0533 -0.2608
H -6.371 2.600 -2.312 -0.1265 0.0769 -0.0918
H -0.769 -0.081 -2.642 0.1642 0.3223 0.2972
H -2.467 -0.394 -2.663 -0.1832 0.2422 0.1549
H -2.163 -2.681 -2.368 -0.1911 0.1141 0.0078
H -0.581 -2.266 -2.952 -0.0538 -0.0753 -0.1744
H -1.029 -2.303 0.059 -0.0780 0.1599 -0.0015
H 0.443 -2.412 -0.877 0.0407 0.2634 0.0341
H -0.783 -4.671 -1.810 0.0568 -0.2818 -0.0101
H -1.503 -4.491 -0.148 -0.2374 -0.4030 -0.2888
H 2.095 -4.108 1.322 0.0593 -0.0381 -0.0156
C -5.758 -0.512 -5.330 0.1545 -0.2719 0.0776
C -7.046 0.262 -5.166 0.1073 0.2642 -0.1925
O -7.485 0.407 -6.498 -0.0598 -0.3260 0.1735
C -7.004 -0.662 -7.205 0.0424 0.0093 -0.1948
O -7.383 -0.993 -8.271 0.0239 0.0371 -0.0304
O -6.027 -1.291 -6.494 -0.0814 0.1479 0.1169
F -6.831 1.492 -4.630 -0.0361 -0.0100 -0.0081
H -4.908 0.146 -5.520 -0.1148 0.1600 0.0286
H -5.533 -1.149 -4.479 -0.0571 -0.1677 -0.1184
H -7.813 -0.252 -4.584 -0.0018 0.1133 0.1019
C 3.237 2.425 4.882 0.2536 -0.2834 -0.2008
C 1.800 2.158 5.253 0.0991 0.1446 0.4778
O 1.236 3.457 5.285 0.2511 -0.0928 -0.1799
C 1.956 4.228 4.414 0.3257 0.0655 0.1217
O 1.600 5.276 3.996 0.0306 0.0860 0.0427
O 3.113 3.610 4.080 -0.2134 -0.0585 0.1028
F 1.679 1.588 6.475 -0.0759 0.0344 -0.0807
H 3.845 2.640 5.762 -0.1412 0.0126 0.0832
H 3.684 1.609 4.309 -0.0902 0.5503 0.0184
H 1.255 1.551 4.524 -0.0254 -0.1196 0.0771
C 5.105 -4.277 -3.341 0.1773 -0.1997 0.0800
C 3.854 -3.490 -3.034 0.1328 0.1774 -0.1147
O 3.424 -3.081 -4.317 -0.1127 -0.2494 0.1298
C 3.861 -4.029 -5.207 0.1250 -0.0379 -0.2088
O 3.463 -4.141 -6.313 -0.0133 0.0649 -0.0102
O 4.800 -4.817 -4.630 -0.1082 0.1695 0.1388
F 4.122 -2.381 -2.283 -0.0710 -0.0134 -0.0057
H 5.982 -3.631 -3.412 -0.0851 0.1231 0.0217
H 5.300 -5.068 -2.622 -0.0736 -0.1471 -0.1612
H 3.064 -4.063 -2.553 0.0306 0.0957 0.1483
C 3.594 -2.946 4.470 0.0935 -0.2213 -0.1115
C 2.391 -2.076 4.750 0.1081 0.0075 0.3818
O 2.937 -0.768 4.631 -0.1722 -0.0876 -0.3726
C 3.984 -0.842 3.763 0.3357 0.0121 -0.0288
O 4.497 0.102 3.255 0.0607 -0.4808 0.1834
O 4.348 -2.125 3.563 -0.2283 0.0117 0.0677
F 1.916 -2.246 5.999 -0.0069 0.0702 -0.0287
H 4.181 -3.129 5.371 -0.0921 0.0849 0.0839
H 3.337 -3.898 4.013 0.1050 0.0669 -0.1626
H 1.572 -2.192 4.037 -0.0679 0.0084 0.0662
```
Positions in Å, forces in eV/Å.

For the LUMO energy, the calculation gives -4.01 eV. The value obtained for the strongest force on any atom is 1.86 eV/Å. The value obtained for the calculated total energy is -108923.07114 eV. As for the total charge: +1. The highest occupied orbital energy comes out at -11.739 eV.